(1)
{
  "formula": "C29H25IN3O2PbSeSi",
  "method": "ωB97M-V/def2-TZVPD",
  "e_lumo_ev": -4.682,
  "multiplicity": 1,
  "e_tot_ha": -4616.08789,
  "total_charge": 1,
  "gap_ev": 5.45,
  "symbols": ["Pb", "I", "Se", "Si", "O", "O", "N", "N", "N", "C", "C", "C", "C", "C", "C", "C", "C", "C", "C", "C", "C", "C", "C", "C", "C", "C", "C", "C", "C", "C", "C", "C", "C", "C", "C", "C", "C", "C", "H", "H", "H", "H", "H", "H", "H", "H", "H", "H", "H", "H", "H", "H", "H", "H", "H", "H", "H", "H", "H", "H", "H", "H", "H"],
  "coordinates": [[11.555, 12.813, 11.395], [8.495, 13.314, 12.660], [11.594, 10.245, 11.245], [10.293, 9.282, 12.917], [17.653, 16.485, 10.890], [17.682, 15.498, 8.866], [12.120, 12.632, 8.971], [12.801, 13.354, 13.405], [13.930, 13.167, 10.895], [11.086, 14.963, 10.979], [11.068, 7.625, 13.015], [15.500, 14.060, 9.359], [12.165, 16.936, 10.253], [7.417, 17.010, 11.007], [16.193, 14.733, 10.379], [12.294, 13.189, 14.640], [12.217, 15.561, 10.588], [15.687, 14.619, 11.703], [8.594, 15.070, 11.646], [10.982, 17.516, 10.138], [14.998, 13.351, 14.329], [12.907, 12.383, 6.319], [11.598, 12.111, 6.689], [11.234, 12.275, 8.025], [14.337, 13.375, 9.637], [8.555, 17.584, 10.533], [14.637, 13.777, 11.915], [14.160, 13.512, 13.293], [13.381, 12.909, 8.600], [10.379, 10.141, 14.606], [13.801, 12.760, 7.293], [8.526, 9.140, 12.279], [17.305, 15.683, 10.010], [14.479, 13.220, 15.596], [9.774, 16.863, 10.581], [7.385, 15.747, 11.602], [9.798, 15.524, 11.036], [13.114, 13.138, 15.762], [8.097, 10.085, 11.915], [16.277, 15.144, 12.448], [10.221, 12.028, 8.363], [8.482, 8.456, 11.389], [12.213, 7.727, 13.369], [11.223, 13.105, 14.818], [10.737, 18.500, 9.733], [12.609, 13.127, 16.673], [13.217, 12.113, 5.308], [8.423, 18.590, 10.139], [15.869, 14.216, 8.330], [10.201, 9.438, 15.465], [16.062, 13.492, 14.176], [10.820, 11.751, 5.959], [13.151, 15.067, 10.607], [10.936, 7.121, 12.061], [15.171, 13.155, 16.452], [14.798, 12.964, 6.913], [9.650, 10.923, 14.794], [10.430, 7.066, 13.723], [6.548, 15.390, 12.108], [7.825, 8.808, 13.039], [6.484, 17.581, 10.996], [11.396, 10.547, 14.798], [13.142, 17.365, 10.029]],
  "forces_ev_per_a": [[0.723, 0.173, -0.548], [0.237, -1.395, 0.653], [0.051, 0.591, 0.187], [-0.982, 0.477, 0.633], [-0.332, -0.122, 0.333], [0.703, -0.028, -1.691], [-0.042, 0.202, -0.538], [0.307, -0.198, 0.943], [0.385, 0.787, 1.520], [-0.406, -2.245, 0.531], [1.858, 0.122, 0.929], [0.615, 0.707, -0.484], [2.247, -0.840, -0.524], [-1.339, 0.606, 0.132], [-2.070, -0.754, 0.625], [0.685, 0.041, -0.122], [-0.555, 1.297, 0.420], [1.482, -0.165, -1.504], [-0.615, 0.237, -0.676], [-2.800, 1.053, 0.027], [1.352, 0.802, 0.943], [-0.779, -1.208, -0.226], [-1.381, -0.180, -0.275], [0.241, -0.393, 0.008], [-0.539, -0.439, 0.551], [-0.361, -0.328, 0.045], [-0.844, -0.970, -0.332], [-2.412, -0.566, -2.137], [0.389, -0.126, -0.076], [0.676, -0.398, 0.737], [0.401, 0.391, -1.080], [0.022, 0.093, -1.008], [0.623, 0.538, 0.813], [0.425, -0.474, 1.309], [0.219, 0.787, -0.963], [3.048, 0.548, -0.628], [-0.427, 1.009, 0.719], [0.029, 0.439, -1.492], [0.334, -0.026, 0.096], [-0.411, 0.054, 0.185], [0.385, 0.190, -0.098], [0.058, 0.410, 0.890], [-2.722, -0.633, -0.843], [0.082, 0.045, -0.614], [0.884, -0.051, 0.212], [-0.310, -0.268, 1.598], [0.082, 0.541, 0.243], [0.710, -0.152, -0.003], [-0.176, -0.104, 0.743], [0.146, 0.190, -0.983], [-0.060, -0.235, 0.002], [1.045, 0.495, 0.855], [0.512, -0.018, -0.118], [0.509, -0.161, -0.159], [-0.534, 0.083, -0.455], [0.092, -0.003, 0.746], [-0.094, 0.324, -0.326], [0.608, 0.057, 0.053], [-1.293, -0.567, 0.520], [0.059, -0.352, 0.163], [0.316, -0.142, -0.108], [-0.562, -0.159, -0.195], [-0.492, 0.409, -0.157]],
  "lowdin_charge": [1.034, 1.100, 0.402, 0.149, 0.002, 0.015, -0.020, 0.011, 0.028, -0.234, -0.249, 0.081, -0.027, -0.067, -0.032, -0.115, -0.100, 0.079, -0.661, -0.001, 0.005, -0.028, -0.032, -0.112, -0.218, -0.009, -0.203, -0.197, -0.195, -0.211, 0.014, -0.222, -0.723, -0.004, -0.138, -0.138, -0.242, -0.025, -0.003, 0.139, 0.122, 0.056, 0.104, 0.098, 0.132, 0.101, 0.130, 0.129, 0.136, 0.059, 0.140, 0.137, 0.061, 0.028, 0.139, 0.131, 0.001, 0.048, 0.074, 0.035, 0.124, 0.023, 0.135]
}



(2)
{
  "formula": "C29H25N3PRu",
  "method": "ωB97M-V/def2-TZVPD",
  "e_lumo_ev": [-10.990, -12.204],
  "multiplicity": 5,
  "e_tot_ha": -1719.52703,
  "total_charge": 3,
  "relative_energy_kcal_mol": 44.4,
  "gap_ev": [6.28, 5.40],
  "symbols": ["Ru", "P", "N", "N", "N", "C", "C", "C", "C", "C", "C", "C", "C", "C", "C", "C", "C", "C", "C", "C", "C", "C", "C", "C", "C", "C", "C", "C", "C", "C", "C", "C", "C", "C", "H", "H", "H", "H", "H", "H", "H", "H", "H", "H", "H", "H", "H", "H", "H", "H", "H", "H", "H", "H", "H", "H", "H", "H", "H"],
  "coordinates": [[0.138, 0.479, 0.082], [0.911, 1.615, 2.148], [-1.101, -0.414, 1.476], [0.281, 0.417, 3.162], [1.645, -1.059, -0.393], [0.488, 0.970, -2.166], [-0.989, 3.570, 1.788], [0.934, 2.168, -2.793], [0.792, 4.065, 3.365], [-0.812, -0.345, 2.796], [4.779, 2.640, 1.831], [5.431, 1.546, 2.392], [4.710, 0.459, 2.885], [1.931, -2.580, -2.322], [3.331, 0.463, 2.825], [3.399, 2.662, 1.771], [-2.947, -1.861, 1.945], [-0.776, 1.110, -1.552], [1.045, -0.344, -2.661], [0.103, 3.268, -2.901], [1.871, -2.805, -3.691], [1.426, -1.804, -4.541], [1.528, -1.354, -1.826], [-1.682, 2.134, -1.703], [-1.208, 3.239, -2.411], [-1.004, 5.623, 3.031], [-1.591, 4.776, 2.096], [0.181, 5.268, 3.666], [2.663, 1.579, 2.289], [-1.571, -1.035, 3.738], [1.012, -0.581, -4.033], [0.207, 3.209, 2.417], [-2.174, -1.163, 1.066], [-2.636, -1.793, 3.310], [-2.363, -1.169, 0.002], [-3.238, -2.331, 4.031], [1.876, 2.140, -3.330], [0.452, 4.150, -3.422], [2.181, -3.761, -4.090], [-1.476, 6.567, 3.269], [2.309, -3.345, -1.656], [2.773, -0.377, 3.220], [0.621, 5.931, 4.398], [1.390, -1.976, -5.608], [5.352, 3.474, 1.451], [-1.460, 2.910, 1.066], [2.580, -0.685, -0.216], [6.512, 1.538, 2.450], [2.891, 3.520, 1.347], [1.713, 3.791, 3.864], [0.478, 0.467, 4.157], [-2.646, 2.147, -1.211], [-1.321, -0.961, 4.788], [5.232, -0.380, 3.325], [1.588, -1.923, 0.147], [-1.844, 4.109, -2.520], [-3.782, -2.444, 1.585], [0.635, 0.178, -4.707], [-2.517, 5.061, 1.617]],
  "forces_ev_per_a": [[-0.008, 0.256, 0.110], [-0.273, -0.246, -0.307], [-0.238, -0.005, 0.005], [0.063, 0.095, 0.125], [0.348, -0.065, -0.268], [0.029, 0.207, -0.515], [-0.098, -0.044, -0.071], [-0.006, -0.142, -0.012], [0.042, -0.037, -0.063], [-0.025, -0.038, 0.066], [-0.019, 0.000, -0.004], [0.040, -0.001, -0.005], [-0.025, 0.003, -0.010], [-0.015, 0.095, -0.086], [-0.034, -0.051, 0.028], [-0.020, 0.018, 0.005], [0.002, 0.008, -0.006], [0.069, -0.341, 0.425], [0.067, -0.181, 0.229], [-0.012, -0.008, 0.024], [0.003, -0.026, 0.038], [0.001, -0.004, -0.038], [-0.103, 0.183, 0.044], [0.121, 0.102, -0.009], [-0.068, 0.041, 0.015], [0.009, -0.008, -0.003], [0.009, 0.033, 0.026], [-0.056, 0.025, -0.025], [0.153, 0.020, 0.000], [0.057, 0.047, -0.060], [0.008, -0.041, -0.012], [0.137, 0.180, 0.262], [0.039, 0.036, -0.005], [-0.033, -0.022, -0.027], [-0.034, -0.033, 0.017], [0.000, -0.005, 0.002], [0.000, 0.009, 0.002], [0.003, 0.003, -0.006], [0.009, 0.005, -0.013], [-0.008, -0.002, 0.001], [0.001, -0.013, 0.003], [0.004, 0.006, -0.003], [0.022, -0.010, 0.002], [-0.006, -0.003, -0.001], [-0.010, 0.013, 0.001], [0.042, -0.017, 0.025], [-0.036, -0.032, 0.094], [0.003, 0.003, -0.006], [-0.010, 0.017, 0.004], [0.013, -0.010, 0.002], [-0.057, -0.025, 0.000], [-0.017, -0.015, -0.011], [0.001, 0.003, 0.005], [-0.009, -0.007, 0.011], [-0.065, 0.020, 0.005], [-0.002, -0.002, -0.003], [0.000, -0.002, -0.002], [-0.005, 0.014, 0.007], [-0.001, -0.005, -0.011]],
  "lowdin_charge": [1.359, 0.979, -0.081, -0.075, 0.009, -0.264, -0.097, 0.024, -0.062, -0.344, -0.025, 0.000, -0.030, 0.002, -0.081, -0.074, -0.007, -0.169, -0.157, 0.009, -0.014, -0.014, -0.249, -0.037, 0.012, -0.006, -0.038, -0.022, -0.374, 0.034, 0.007, -0.366, -0.089, 0.028, 0.119, 0.144, 0.147, 0.139, 0.132, 0.132, 0.131, 0.106, 0.131, 0.132, 0.130, 0.073, 0.122, 0.134, 0.117, 0.119, 0.145, 0.133, 0.139, 0.129, 0.121, 0.140, 0.136, 0.136, 0.124]
}



(3)
{
  "formula": "C29H26BClN11O4RbS2",
  "method": "ωB97M-V/def2-TZVPD",
  "e_lumo_ev": [3.144, 2.590],
  "multiplicity": 1,
  "e_tot_ha": -3329.50430,
  "total_charge": -2,
  "relative_energy_kcal_mol": 93.1,
  "gap_ev": [4.58, 2.94],
  "symbols": ["Rb", "Cl", "S", "S", "O", "O", "O", "O", "N", "N", "N", "N", "N", "N", "N", "N", "N", "N", "N", "C", "C", "C", "C", "C", "C", "C", "C", "C", "C", "C", "C", "C", "C", "C", "C", "C", "C", "C", "C", "C", "C", "C", "C", "C", "C", "C", "C", "C", "B", "H", "H", "H", "H", "H", "H", "H", "H", "H", "H", "H", "H", "H", "H", "H", "H", "H", "H", "H", "H", "H", "H", "H", "H", "H", "H"],
  "coordinates": [[-0.814, -1.381, -1.116], [6.158, 2.087, -5.033], [-5.537, -1.879, -4.179], [-2.313, 1.163, 2.740], [-1.563, 3.262, 6.096], [-3.360, 0.575, 3.584], [0.042, 0.168, -3.467], [1.256, -1.665, -2.827], [0.054, -4.141, -0.968], [0.478, -3.840, 2.059], [-1.790, 1.647, -0.799], [-0.476, -3.011, 1.596], [-2.166, 3.144, 1.057], [-3.324, -1.672, -2.853], [3.594, -4.053, 1.889], [-2.467, 0.751, 1.243], [-1.018, 7.817, 3.255], [0.677, -5.101, -0.227], [2.721, -4.133, 0.865], [2.325, 0.045, -4.138], [-2.397, 4.722, 4.365], [-0.459, -4.722, -2.038], [0.531, -3.747, 3.437], [-1.097, 6.672, 3.972], [-5.464, -0.834, -2.749], [-1.118, -2.480, 2.675], [4.625, -3.355, 0.067], [-1.804, 4.253, 0.289], [4.719, -3.504, 1.466], [3.574, 1.537, -5.605], [-2.274, 5.912, 3.787], [4.734, 0.072, -4.056], [-0.283, -6.139, -1.970], [-3.920, -2.342, -3.820], [1.075, -0.530, -3.453], [-0.105, 6.357, 4.940], [-1.397, 4.279, 5.373], [-0.276, 5.212, 5.618], [3.541, -0.511, -3.719], [3.316, -3.712, -0.318], [-1.555, 2.756, -1.535], [-1.338, 4.027, -1.015], [-4.168, -0.838, -2.196], [4.769, 1.090, -4.990], [0.530, -6.350, -0.851], [-0.511, -2.943, 3.892], [-2.136, 1.910, 0.533], [2.370, 1.168, -4.969], [1.367, -4.783, 1.134], [-1.551, 2.462, -2.592], [-1.835, 5.173, 0.906], [3.743, 2.235, -6.401], [1.506, -5.813, 1.833], [-2.032, -1.931, 2.507], [-6.407, -0.206, -2.550], [1.277, -4.244, 3.982], [-3.769, -0.519, -1.249], [-0.745, 4.804, -1.530], [5.619, -3.361, 2.071], [2.821, -3.530, -1.274], [3.493, -1.327, -2.960], [-0.661, -6.816, -2.739], [5.681, -0.149, -3.592], [-0.812, -2.753, 4.902], [1.447, 1.733, -5.234], [-0.134, 8.284, 3.249], [-3.084, 6.399, 3.242], [5.433, -3.031, -0.582], [0.777, 7.004, 5.038], [-1.094, -4.166, -2.748], [-3.182, 3.970, 4.240], [0.467, 4.888, 6.315], [-1.798, 8.133, 2.743], [-3.360, -3.102, -4.413], [0.871, -7.095, -0.201]],
  "forces_ev_per_a": [[-0.035, 0.043, 0.423], [1.016, 0.324, -0.680], [0.709, 0.628, 1.827], [-0.648, -0.495, 1.917], [0.101, -0.082, -0.456], [0.665, -0.039, -0.527], [0.117, -0.178, -0.201], [-0.377, 2.554, -1.798], [0.834, -0.265, 0.065], [0.000, 0.891, 1.036], [-1.288, 2.143, 1.012], [-1.178, 0.304, 1.144], [-0.617, 1.204, -0.993], [-0.430, -1.692, -1.005], [-0.646, 0.166, 1.045], [-0.142, 1.715, 0.003], [1.216, 1.552, -0.409], [-1.037, -0.509, -1.509], [1.575, 0.463, -1.083], [0.608, -0.012, 0.688], [0.772, -3.285, 2.480], [-0.545, -0.985, 0.731], [-1.353, 0.255, -1.353], [-0.618, -0.782, 1.139], [-0.448, 1.181, -0.009], [1.334, -1.471, -0.298], [-0.298, 0.436, -0.827], [0.590, -3.124, 1.210], [-0.269, -0.900, -1.549], [0.964, -0.378, 1.820], [0.952, 1.901, -0.502], [0.864, 0.492, -0.429], [0.764, 0.156, -0.239], [1.553, 0.235, -0.241], [0.392, -1.712, 1.366], [-0.910, 0.921, -2.048], [-0.173, 1.142, 0.184], [-0.721, -2.215, 0.246], [-0.650, -0.810, 0.947], [1.148, 0.340, 1.862], [0.228, -2.688, 0.104], [-0.120, 1.676, 0.980], [-2.189, -0.994, -1.096], [-2.050, -0.212, 0.151], [-1.296, 3.397, 0.481], [0.148, 0.027, -1.911], [1.384, -0.344, -2.765], [-0.555, -0.020, -1.747], [-0.683, -0.228, 0.773], [0.735, 0.714, 0.176], [0.228, -0.418, -0.913], [-0.700, 0.640, -0.074], [0.035, 0.483, -0.793], [0.158, 0.278, 0.113], [1.911, -1.124, 0.012], [0.765, -0.716, 0.484], [-0.511, 1.018, 0.132], [-0.990, -0.405, -0.131], [-0.659, -0.108, 0.041], [-0.091, -0.468, 0.509], [0.001, 0.698, -0.879], [0.341, -0.023, 0.542], [0.002, -0.431, 0.315], [0.085, 0.167, 0.169], [0.632, -0.832, 0.195], [-0.205, 0.436, -0.316], [0.120, -0.335, -0.384], [-0.328, 0.140, -0.008], [-0.372, -0.222, 0.104], [0.668, -0.234, 0.401], [-0.121, 0.672, -0.109], [0.233, -0.250, 0.523], [-0.327, 0.445, -0.543], [-0.662, 0.801, 0.458], [0.389, -1.651, 0.020]],
  "lowdin_charge": [0.829, 0.647, 0.940, 0.938, -0.101, -0.489, -0.104, -0.233, -0.032, -0.048, 0.080, -0.007, 0.047, -0.076, 0.036, -0.245, 0.056, -0.040, -0.049, -0.123, -0.055, -0.196, -0.108, -0.379, -0.372, -0.165, -0.120, -0.077, -0.198, -0.106, -0.116, -0.136, -0.091, -0.499, -0.661, -0.087, -0.452, -0.059, -0.022, -0.048, -0.137, -0.080, -0.232, -0.714, -0.065, -0.076, -0.545, -0.022, -0.524, 0.111, 0.104, 0.080, 0.108, 0.067, 0.080, 0.084, 0.079, 0.099, 0.085, 0.106, 0.125, 0.072, 0.093, 0.071, 0.121, 0.072, 0.101, 0.067, 0.099, 0.093, 0.094, 0.084, 0.059, 0.087, 0.079]
}



| no. | molecular weight (g mol⁻¹) |
| --- | --- |
| 1 | 888.688 |
| 2 | 547.584 |
| 3 | 788.467 |